Below is C43H67BaIN12O2 as an isolated structure, with properties calculated with ωB97M-V/def2-TZVPD.

Positions of all 126 atoms, in Å:
Ba1 0.2433 -0.1043 -0.6642
C1 0.1466 3.4200 -2.1613
N1 -1.0819 3.2995 -2.9217
C2 -0.9549 3.5872 -4.3366
C3 -2.1205 2.5734 -2.4087
N2 -1.9112 1.7943 -1.4032
C4 -2.9137 1.5224 -0.4011
C5 -2.4734 2.2306 0.8829
N3 -1.3688 1.5451 1.5618
C6 -1.8458 0.5641 2.5503
C7 -1.3565 -0.8691 2.3341
N4 -2.0789 -1.5050 1.2580
C8 -2.7444 -2.5765 1.4852
N5 -3.0518 -3.0929 2.7426
C9 -2.9859 -4.5106 3.0149
C10 -3.6647 -2.2841 3.7681
N6 -3.1895 -3.3537 0.4335
C11 -4.5506 -3.8565 0.4464
C12 -2.6577 -3.0721 -0.8801
C13 -0.4403 2.5109 2.1472
C14 0.9158 1.9193 2.5205
N7 1.7977 1.7368 1.3809
C15 2.9043 2.4050 1.3579
N8 3.0936 3.6168 2.0086
C16 4.3331 3.9406 2.6779
C17 2.0975 4.6601 1.9776
N9 4.0231 1.9506 0.7031
C18 4.8631 2.8314 -0.0786
C19 4.3947 0.5486 0.6897
N10 -3.3414 2.7652 -3.0440
C20 -4.3218 1.7029 -3.0948
C21 -3.8795 4.0898 -3.2850
H1 0.8184 2.5707 -2.3361
H2 -0.0851 3.4898 -1.0994
H3 0.6587 4.3315 -2.4782
H4 -0.1941 2.9489 -4.7910
H5 -0.6682 4.6311 -4.4886
H6 -1.8919 3.3971 -4.8524
H7 -2.9517 0.4454 -0.1908
H8 -3.9420 1.8294 -0.6121
H9 -3.3311 2.3658 1.5593
H10 -2.1324 3.2257 0.5961
H11 -2.9382 0.5514 2.5266
H12 -1.5549 0.8905 3.5570
H13 -1.4050 -1.4045 3.2877
H14 -0.2915 -0.8415 2.0798
H15 -2.4739 -5.0171 2.2005
H16 -3.9806 -4.9596 3.1367
H17 -2.4241 -4.6848 3.9375
H18 -3.8084 -1.2678 3.4099
H19 -3.0621 -2.2488 4.6822
H20 -4.6492 -2.6906 4.0337
H21 -4.9818 -3.7598 1.4397
H22 -4.5809 -4.9084 0.1520
H23 -5.1762 -3.2882 -0.2514
H24 -1.5854 -2.9185 -0.7977
H25 -3.1208 -2.1810 -1.3290
H26 -2.8520 -3.9317 -1.5256
H27 -0.8843 3.0028 3.0301
H28 -0.2788 3.2811 1.3952
H29 0.7541 0.9316 2.9644
H30 1.3650 2.5332 3.3101
H31 4.9776 3.0664 2.7043
H32 4.1328 4.2495 3.7084
H33 4.8713 4.7563 2.1808
H34 1.3331 4.4110 1.2482
H35 2.5648 5.6027 1.6727
H36 1.6172 4.8228 2.9489
H37 4.4781 3.8490 -0.0516
H38 4.8782 2.4993 -1.1214
H39 5.8953 2.8397 0.2894
H40 5.2839 0.3965 1.3144
H41 4.6425 0.2186 -0.3184
H42 3.5762 -0.0643 1.0507
H43 -3.8469 0.7557 -2.8546
H44 -4.7287 1.6325 -4.1074
H45 -5.1549 1.8805 -2.4039
H46 -3.0770 4.8207 -3.3435
H47 -4.5663 4.3806 -2.4809
H48 -4.4326 4.1011 -4.2265
N11 -0.6684 -1.6033 -3.0348
C22 -0.9868 -0.8616 -4.1910
C23 -2.3085 -0.8787 -4.6373
C24 -2.6996 -0.1758 -5.7679
C25 -1.7593 0.5458 -6.4796
C26 -0.4447 0.5647 -6.0329
C27 -0.0244 -0.1086 -4.8877
C28 1.3942 0.0230 -4.4437
C29 2.3881 -0.0502 -5.4253
C30 3.7121 0.2242 -5.1147
C31 4.0342 0.5819 -3.8144
C32 3.0333 0.5953 -2.8459
C33 1.6831 0.3039 -3.0911
H49 -1.3610 -2.3223 -2.8772
H50 0.2388 -2.0656 -3.0847
H51 -3.0385 -1.4760 -4.0994
H52 -3.7329 -0.2133 -6.0922
H53 -2.0410 1.0944 -7.3702
H54 0.2906 1.1460 -6.5778
H55 2.1253 -0.3248 -6.4424
H56 4.4765 0.1723 -5.8816
H57 5.0606 0.8303 -3.5566
H58 3.3280 0.8581 -1.8321
C34 4.6369 -2.5049 -1.4445
C35 4.2589 -3.5707 -2.4833
C36 2.8416 -3.5142 -2.8174
N12 1.7184 -3.5242 -3.0501
H59 5.7180 -2.3683 -1.4336
H60 4.3100 -2.8076 -0.4490
H61 4.1658 -1.5543 -1.6852
H62 4.4615 -4.5708 -2.0972
H63 4.8298 -3.4525 -3.4049
I1 2.8826 -6.8264 5.3040
C37 2.3904 -5.4277 3.8169
C38 3.0856 -4.2300 3.7574
C39 2.7532 -3.3065 2.7779
C40 1.7416 -3.5762 1.8664
C41 1.0585 -4.7849 1.9427
C42 1.3761 -5.7190 2.9173
C43 1.3516 -2.5564 0.8059
O1 0.4332 -2.8293 0.0064
O2 2.0061 -1.4804 0.8343
H64 3.8736 -4.0190 4.4676
H65 3.2709 -2.3578 2.7085
H66 0.2735 -4.9777 1.2212
H67 0.8447 -6.6595 2.9751

Output
E_LUMO: 0.29 eV
Relative energy (zero: lowest compared OMol25 entry of this formula, charge and spin): 0.074 eV
Gap between HOMO and LUMO: 6.9 eV
M: 1048.323 g mol⁻¹
E: -2809.49630 Eh
Maximum force: 0.7 eV Å⁻¹

Atomic partial charges in e from the Löwdin method, atoms 1 to 99: 1.766 -0.055 -0.136 -0.046 -0.392 -0.011 -0.236 -0.188 -0.188 -0.175 -0.234 0.085 -0.381 -0.183 -0.067 -0.066 -0.154 -0.056 -0.080 -0.206 -0.214 0.054 -0.394 -0.177 -0.064 -0.058 -0.159 -0.056 -0.046 -0.160 -0.074 -0.059 0.050 0.067 0.091 0.082 0.089 0.082 0.088 0.100 0.120 0.113 0.106 0.124 0.110 0.068 0.089 0.081 0.090 0.078 0.090 0.088 0.078 0.091 0.089 0.040 0.085 0.098 0.128 0.083 0.106 0.112 0.091 0.089 0.085 0.073 0.091 0.091 0.090 0.080 0.090 0.092 0.063 0.052 0.078 0.086 0.082 0.082 0.088 0.089 0.023 -0.255 -0.055 -0.112 -0.106 -0.065 -0.139 -0.252 -0.065 -0.112 -0.125 -0.206 -0.238 0.057 0.019 0.105 0.098 0.097 0.110

Below is a 3-piece molecular cluster, C14H31F5IN2O4P overall in a non-equilibrium geometry, with properties calculated with ωB97M-V/def2-TZVPD.

Positions of all 58 atoms, in Å:
F1 -3.7876 -5.5843 0.6231
C1 -2.6248 -5.1728 0.1119
F2 -2.7016 -5.0884 -1.2140
C2 -2.2380 -3.8268 0.7842
F3 -1.2388 -4.1208 1.6465
F4 -3.2231 -3.3353 1.5056
P1 -1.5559 -2.4243 -0.3096
F5 -0.3174 -3.1070 -1.0580
I1 -3.2691 -1.9176 -2.0007
H1 -1.8721 -5.9210 0.3558
C3 1.3154 2.6755 -6.1383
O1 1.2103 1.2677 -6.0374
C4 2.4282 0.6199 -5.6833
C5 2.3525 0.0456 -4.2826
N1 2.3448 1.1004 -3.2755
C6 2.0260 0.6380 -1.9261
C7 0.6462 0.0300 -1.6841
O2 -0.4236 0.9529 -1.7988
C8 -0.9153 1.1558 -3.1111
H2 0.3869 3.0454 -6.5709
H3 1.4474 3.1407 -5.1559
H4 2.1423 2.9637 -6.7936
H5 3.2863 1.2891 -5.7931
H6 2.5593 -0.2060 -6.3883
H7 3.2178 -0.6027 -4.1153
H8 1.4470 -0.5726 -4.2306
H9 1.6633 1.8000 -3.5388
H10 2.1259 1.5035 -1.2650
H11 2.7872 -0.0855 -1.6164
H12 0.6248 -0.3139 -0.6452
H13 0.4609 -0.8568 -2.3006
H14 -0.8373 0.2558 -3.7257
H15 -0.3999 1.9885 -3.5977
H16 -1.9684 1.4286 -3.0317
C9 -0.3993 -0.8619 6.2077
O3 -0.9573 0.4054 5.9136
C10 -0.0071 1.4659 5.8899
C11 0.1956 1.9834 4.4796
N2 0.9044 1.0128 3.6547
C12 0.9181 1.3334 2.2280
C13 -0.4171 1.3813 1.4874
O4 -1.0585 0.1205 1.3673
C14 -1.8553 -0.2495 2.4798
H17 -1.2233 -1.5567 6.3640
H18 0.2129 -1.2340 5.3797
H19 0.2023 -0.8260 7.1204
H20 0.9417 1.1662 6.3439
H21 -0.4252 2.2737 6.4975
H22 0.7751 2.9106 4.5192
H23 -0.7961 2.2172 4.0710
H24 0.4709 0.1062 3.7700
H25 1.5375 0.5739 1.7422
H26 1.4289 2.2924 2.0915
H27 -0.2060 1.6992 0.4640
H28 -1.1047 2.1285 1.9003
H29 -2.3076 0.6163 2.9681
H30 -1.2747 -0.8279 3.2039
H31 -2.6548 -0.8962 2.1170

Output
E_LUMO: -0.11 eV
Gap between HOMO and LUMO: 8.5 eV
M: 544.280 g mol⁻¹
E: -2100.79604 Eh
Maximum force: 2.3 eV Å⁻¹

Population analysis type natural (NBO), resulting atomic charges in e: -0.318 0.511 -0.322 0.327 -0.333 -0.304 0.991 -0.579 -0.112 0.142 -0.244 -0.554 -0.070 -0.243 -0.625 -0.248 -0.096 -0.556 -0.244 0.193 0.158 0.171 0.177 0.184 0.193 0.170 0.351 0.201 0.192 0.199 0.168 0.176 0.159 0.190 -0.244 -0.554 -0.070 -0.243 -0.626 -0.248 -0.095 -0.555 -0.249 0.193 0.159 0.171 0.177 0.184 0.192 0.169 0.351 0.198 0.191 0.210 0.163 0.178 0.160 0.186

Below is a 2-piece molecular cluster, C5H6ClNOPS overall in a non-equilibrium geometry, with properties calculated with ωB97M-V/def2-TZVPD.

Positions of all 16 atoms, in Å:
C1 1.4932 -1.8530 0.1400
C2 1.9966 -0.8208 -0.6571
C3 0.1518 -2.0409 0.3793
C4 1.1337 0.1674 -1.0610
C5 -0.6810 -0.9761 -0.1236
N1 -0.1207 0.0244 -0.7772
O1 -2.7670 1.2917 0.8488
P1 -2.1084 2.5833 0.9565
S1 -0.5527 3.0848 -0.2087
Cl1 -2.6424 3.6712 2.4710
H1 2.1653 -2.7411 0.5410
H2 3.1313 -0.7235 -0.9841
H3 -0.3497 -2.6046 1.1399
H4 1.4526 0.8367 -1.8396
H5 -1.6404 -0.7567 0.2233
H6 -0.6622 0.8572 -1.0482

Output
E_LUMO: -4.61 eV
Relative energy (zero: lowest compared OMol25 entry of this formula, charge and spin): 1.117 eV
Charge: +1
Gap between HOMO and LUMO: 9.2 eV
M: 194.603 g mol⁻¹
E: -1523.62853 Eh
Maximum force: 4.4 eV Å⁻¹

Population analysis type natural (NBO), resulting atomic charges in e: -0.125 -0.212 -0.210 0.061 0.109 -0.433 -0.993 1.573 -0.446 -0.099 0.267 0.277 0.264 0.250 0.253 0.464